# 1
This record from the OMol25 dataset describes H8OSi3 in the gas phase. The level of theory is the ωB97M-V functional and the def2-TZVPD basis.

CARTESIAN COORDINATES (ANGSTROEM)
1 O -0.007482 1.941047 -0.443468
2 Si 0.045515 0.324400 0.191575
3 Si -2.151346 -0.423874 -0.224185
4 Si 2.135875 -0.688756 -0.075185
5 H 0.440516 2.579349 0.125056
6 H -0.277334 1.045802 1.780352
7 H -2.101278 -1.890662 -0.723708
8 H -2.699245 0.594859 -0.973084
9 H -2.610956 -0.667207 1.096612
10 H 3.260339 -0.545261 0.836568
11 H 2.419991 -0.329057 -1.567972
12 H 1.545402 -1.940644 -0.022556

Force components x, y, z for each atom (eV/Å):
0.313 -0.918 -0.399
-0.738 4.027 2.611
2.488 -3.156 0.272
-0.348 1.766 -1.766
-0.166 -0.251 -0.158
0.670 -1.767 -1.636
-0.280 1.177 -0.255
-1.205 1.353 -1.226
-0.753 0.268 1.070
0.188 0.220 0.207
0.081 -0.366 1.250
-0.252 -2.353 0.029

Values from the calculation:
E_LUMO: 0.452 eV
Frontier orbital gap: 0.359 Ha
Structure (SMILES): O[SiH]([SiH3])[SiH3]
Molecular weight: 108.32 g/mol
Energy relative to the best compared isomer or geometry (same formula, charge and spin): 59.48 kcal/mol

natural (NBO) population analysis, charges in e, atoms 1 to 5: -1.111, 0.724, 0.456, 0.388, 0.489

---

# 2
This record from the OMol25 dataset describes a molecular structure, C33H41Cl3N8O2SbV. The level of theory is the ωB97M-V functional and the def2-TZVPD basis.

CARTESIAN COORDINATES (ANGSTROEM)
1 V 2.446903 2.953729 -1.628538
2 C -2.751859 4.138869 -0.612080
3 N -1.501336 3.607762 -0.147582
4 C -1.616318 2.905908 1.087726
5 C -0.375738 3.783610 -0.847886
6 N 0.824705 3.427026 -0.410552
7 N -0.412081 4.537523 -2.018250
8 C 0.722170 4.981892 -2.764933
9 N 0.475861 6.021060 -3.600502
10 N 1.884749 4.341073 -2.786953
11 H -3.535089 3.854728 0.085694
12 H -3.058907 3.699694 -1.572792
13 H -2.728400 5.250949 -0.719765
14 H -2.623848 2.488531 1.130884
15 H -1.481718 3.629320 1.887228
16 H -0.895788 1.956558 1.072293
17 H 0.908716 2.958161 0.527305
18 H -1.170755 5.166292 -2.154222
19 H -0.438114 6.431496 -3.484185
20 H 1.210483 6.311279 -4.204916
21 H 2.642788 4.816945 -3.294561
22 C 3.223002 0.437533 0.053887
23 C 4.055740 1.613573 0.255913
24 N 3.714416 2.847164 -0.040061
25 C 4.831128 3.643658 0.112609
26 C 5.772781 2.897168 0.719688
27 N 5.297774 1.617020 0.859142
28 H 2.911279 -0.115663 0.997255
29 H 3.618240 -0.309374 -0.662261
30 H 2.248533 0.745265 -0.386918
31 H 4.763161 4.685440 -0.154883
32 H 6.771541 3.137318 0.976454
33 H 5.801179 0.848396 1.224979
34 C -3.246024 -0.591295 -0.578260
35 C -3.564412 -0.485563 0.895590
36 C -4.625544 0.357104 1.430059
37 C -4.986221 0.270844 2.771669
38 C -4.333067 -0.698992 3.618989
39 C -3.233546 -1.422891 3.113580
40 C -2.850282 -1.282058 1.799867
41 Sb -1.012459 -2.344605 0.963863
42 C -1.758114 -4.307015 0.730758
43 C -2.064589 -5.161218 1.832203
44 C -2.658969 -6.396445 1.594870
45 C -3.010356 -6.824978 0.362596
46 C -2.619802 -6.066453 -0.742720
47 C -2.076610 -4.776048 -0.580719
48 C -1.462806 -4.022100 -1.789858
49 C 0.114402 -2.588827 2.786352
50 C 0.210777 -1.412866 3.550949
51 C 1.298299 -1.189024 4.404058
52 C 2.175292 -2.214536 4.708025
53 C 2.010524 -3.415785 4.062407
54 C 1.164430 -3.543042 3.009479
55 C 1.166432 -4.870231 2.175089
56 H -2.301766 -0.049319 -0.812341
57 H -4.101751 -0.250081 -1.162504
58 H -3.044534 -1.650606 -0.920195
59 H -5.190785 0.975974 0.736632
60 H -5.748547 0.917030 3.155591
61 H -4.636917 -0.843783 4.672767
62 H -2.780611 -2.135706 3.842898
63 H -1.913778 -4.888199 2.870499
64 H -2.995927 -6.843813 2.486298
65 H -3.676428 -7.658885 0.184692
66 H -2.852288 -6.488496 -1.758581
67 H -1.525054 -4.659210 -2.698669
68 H -0.396538 -3.934880 -1.597845
69 H -1.856949 -3.022774 -1.911268
70 H -0.611933 -0.645875 3.441943
71 H 1.356602 -0.182087 4.834831
72 H 2.867142 -2.088217 5.522859
73 H 2.751510 -4.237626 4.270097
74 H 2.011870 -5.499614 2.594929
75 H 1.352324 -4.739150 1.086952
76 H 0.245986 -5.499042 2.263675
77 Cl 6.457947 0.546751 -4.884261
78 C 5.021055 1.621555 -5.102687
79 Cl 5.397541 3.286179 -5.732154
80 Cl 3.876096 0.738228 -6.428791
81 C 4.288790 1.868351 -3.869900
82 N 3.653732 2.162146 -2.921338
83 C -0.727672 0.929000 -3.646362
84 O 0.218696 1.866908 -3.183960
85 C 0.902918 1.531501 -2.092572
86 O 0.650944 0.551345 -1.433948
87 H -0.997829 0.227144 -2.870661
88 H -0.328032 0.272845 -4.490810
89 H -1.538386 1.498511 -4.063840

Force components x, y, z for each atom (eV/Å):
-2.802 -1.466 1.708
-0.939 0.952 -1.146
0.030 0.495 -2.035
1.623 -2.697 0.370
1.531 -0.069 2.464
-0.093 -0.034 0.604
2.146 0.732 -1.264
-0.674 -0.569 -0.458
-0.585 -1.815 2.227
-0.499 1.904 -0.126
0.077 0.357 0.009
0.201 0.121 0.088
-0.149 -0.702 0.239
0.240 -0.069 0.208
0.319 -0.435 0.510
-1.356 2.170 0.476
-0.794 0.725 -1.363
-0.894 -0.022 0.152
0.405 0.698 -0.801
-0.041 0.610 -0.543
-0.780 -0.107 -0.143
-1.735 -1.370 0.243
1.413 -0.692 2.262
0.235 -0.411 -1.266
-0.575 0.310 0.677
0.767 0.013 -0.047
-1.828 1.504 -1.795
0.651 0.706 -0.938
0.147 0.432 0.465
0.564 -0.310 0.385
0.406 0.004 0.195
0.574 0.263 0.380
0.337 -0.794 0.285
0.386 -0.430 -0.281
-0.938 0.439 1.251
1.338 -1.482 -0.703
1.393 -1.518 0.496
-0.070 1.068 -0.826
-1.245 0.018 1.860
1.211 -0.792 -1.163
-0.373 0.445 0.729
-1.295 -1.430 0.380
0.069 0.791 -1.731
-0.057 1.371 1.397
-0.232 0.177 -1.758
-0.554 0.347 -0.828
1.550 -0.391 0.069
-0.250 -1.570 0.343
1.371 0.502 0.494
-0.664 0.319 -0.577
-0.977 0.827 0.121
-0.696 0.836 0.543
2.508 -1.115 0.312
-3.044 -1.651 -2.183
0.997 -0.466 0.955
-0.655 -0.036 -0.099
0.246 0.256 -0.167
-0.424 1.041 0.618
0.047 0.042 0.130
-0.396 0.076 0.209
0.115 0.204 -0.816
-0.002 0.599 -0.955
0.194 0.298 -0.136
-0.324 -1.161 0.747
0.376 -0.341 0.231
0.349 0.742 1.010
-0.370 0.710 0.416
0.173 0.177 0.028
-0.211 0.112 -0.386
1.191 -0.656 0.153
0.190 -0.574 0.226
0.393 -0.020 -0.068
-0.989 0.805 -0.149
-0.881 0.610 -0.699
-0.098 0.187 0.642
0.758 0.836 0.079
-1.265 1.207 0.052
0.063 -0.844 -2.384
-0.034 -1.307 0.434
1.319 1.288 2.100
-2.083 0.511 2.701
3.431 -1.425 -4.261
-0.102 -1.735 -1.709
0.584 0.523 -0.313
1.202 -0.243 0.131
-0.128 0.091 -0.041
-0.416 0.170 0.263
-0.084 1.072 1.006
-0.522 0.055 0.082

Values from the calculation:
<S²>: 2.0429
E_LUMO (spin up / spin down): -6.367 / -6.498 eV
Net charge: +2
Frontier orbital gap (spin up / spin down): 0.187 / 0.182 Ha
2S+1: 3
Molecular weight: 860.81 g/mol

Mulliken population analysis, charges in e, atoms 1 to 5: -0.085, -1.124, 0.215, -0.813, 0.386

---

Number 1: DFT total energy -948.423024 Ha. Number 2: DFT total energy -4434.845576 Ha.